Entry from the Open Molecules 2025 dataset: a cluster of 2 separate species, C3H11N3O2 in total in a non-equilibrium geometry (ωB97M-V with the def2-TZVPD basis set).

```
19
Properties=species:S:1:pos:R:3
C -1.2592 -0.6489 -1.9609
C -1.3990 -1.3373 -0.6150
C -0.0519 -1.6162 -0.0056
O 1.0032 -1.7724 -0.5931
O -0.1107 -1.6387 1.3398
H -2.2373 -0.3226 -2.3269
H -0.8242 -1.3266 -2.7025
H -0.6091 0.2297 -1.8912
H -1.9561 -0.6746 0.0571
H -1.9477 -2.2784 -0.7127
H 0.8247 -1.7039 1.6306
N 1.4855 1.9106 -0.0438
N 0.4932 1.7097 0.9306
N 1.1660 1.4843 2.1444
H 2.0578 1.0720 -0.1693
H 1.0815 2.1185 -0.9589
H -0.1496 0.9379 0.7076
H 1.8958 2.1958 2.2380
H 0.5371 1.6608 2.9319
```

As for the charge: 0. As for the SMILES: CCC(=O)O.NNN. The relative energy (zero: lowest compared OMol25 entry of this formula, charge and spin) comes out at 59.6 kcal/mol. The total energy is -11853.151 eV. Its HOMO energy is -7.817 eV.